This record from the Open Molecules 2025 dataset describes a cluster of 2 separate species, CH2BrF2N in total at a distorted geometry. The level of theory is ωB97M-V with the def2-TZVPD basis set.

## Properties
highest occupied orbital energy = -0.3707 hartree
ΔE to the lowest compared entry with this formula, charge and spin = 3.0899 eV
frontier orbital gap = 0.360 hartree
energy = -2867.6651 a.u.
spin multiplicity = 1

```
7
CH2BrF2N | the Open Molecules 2025 dataset | ωB97M-V with the def2-TZVPD basis set
C 0.089 0.323 0.601
N -0.171 0.533 -0.737
F -0.929 0.456 1.478
F 1.109 1.043 1.054
Br -1.234 -0.742 -1.584
H 0.488 -1.489 0.825
H -0.520 1.466 -0.956
```

This record from the Open Molecules 2025 dataset describes a cluster of 2 separate species, C6H10 in total at a distorted geometry. The level of theory is ωB97M-V with the def2-TZVPD basis set.

## Properties
highest occupied orbital energy (alpha / beta) = -0.0598 / -0.0659 hartree
ΔE to the lowest compared entry with this formula, charge and spin = 3.3603 eV
total charge = -1
frontier orbital gap (alpha / beta) = 0.216 / 0.217 hartree
energy = -234.4152 a.u.
spin multiplicity = 2

```
16
C6H10 | the Open Molecules 2025 dataset | ωB97M-V with the def2-TZVPD basis set
C -0.649 1.594 0.170
C 0.774 1.746 -0.162
C -0.396 -3.382 0.368
C -0.088 -2.130 -0.131
C -0.072 -0.879 0.515
C 0.186 0.308 -0.302
H -1.545 1.645 -0.444
H 0.781 4.586 -1.155
H -0.929 1.374 1.213
H 1.078 3.925 -0.991
H 0.067 0.028 -1.349
H -0.204 -4.259 -0.231
H -0.692 -3.509 1.401
H 0.391 -2.123 -1.108
H -0.223 -0.807 1.587
H 1.521 1.884 0.619
```

This record from the Open Molecules 2025 dataset describes a cluster of 12 separate species, C25H59N9O25S3 in total at a distorted geometry. The level of theory is ωB97M-V with the def2-TZVPD basis set.

## Properties
SMILES = C[N+](=O)[O-].C[N+](=O)[O-].C[N+](=O)[O-].C[N+](=O)[O-].O=S1(=O)OCCO1.O=S1(=O)OCCO1.O=S1(=O)OCCO1.CN(C)C=O.CN(C)C=O.CN(C)C=O.CN(C)C=O.CN(C)C=O
highest occupied orbital energy = -0.3171 hartree
frontier orbital gap = 0.305 hartree
energy = -4555.8731 a.u.
spin multiplicity = 1

```
121
C25H59N9O25S3 | the Open Molecules 2025 dataset | ωB97M-V with the def2-TZVPD basis set
C 3.875 0.833 -1.807
N 4.504 0.940 -0.480
O 5.462 0.232 -0.239
O 3.983 1.708 0.284
H 4.581 0.338 -2.465
H 3.687 1.846 -2.151
H 2.923 0.325 -1.677
C 2.905 -3.087 -0.057
N 2.667 -4.572 0.013
O 2.326 -5.118 -1.019
O 3.002 -5.132 1.033
H 3.495 -2.965 -0.959
H 3.403 -2.782 0.855
H 1.932 -2.607 -0.114
C -4.939 -2.348 -3.484
N -4.593 -1.161 -2.653
O -3.662 -1.287 -1.893
O -5.268 -0.170 -2.755
H -6.023 -2.354 -3.507
H -4.452 -3.204 -3.036
H -4.488 -2.114 -4.448
C 0.422 5.104 -3.284
N 0.936 4.148 -2.254
O 0.657 4.322 -1.100
O 1.682 3.295 -2.674
H 1.078 5.217 -4.137
H 0.235 6.051 -2.787
H -0.521 4.653 -3.590
O 1.950 -3.249 5.518
S 2.730 -3.184 4.314
O 2.318 -2.381 3.180
O 4.255 -2.853 4.671
C 5.124 -3.566 3.788
C 4.456 -4.944 3.717
O 3.073 -4.651 3.681
H 5.132 -3.054 2.823
H 6.132 -3.587 4.192
H 4.717 -5.462 4.638
H 4.786 -5.379 2.778
O -0.334 -1.835 -4.741
S -0.479 -3.106 -4.096
O -1.698 -3.447 -3.424
O -0.040 -4.307 -5.039
C 1.401 -4.415 -5.103
C 1.948 -3.621 -3.910
O 0.807 -3.320 -3.110
H 1.513 -5.485 -4.934
H 1.742 -4.081 -6.077
H 2.311 -2.651 -4.260
H 2.710 -4.183 -3.382
O 0.244 -3.921 2.042
S -1.055 -3.610 2.563
O -1.286 -3.633 3.972
O -1.530 -2.194 1.940
C -2.949 -2.152 1.916
C -3.291 -3.559 1.364
O -2.182 -4.389 1.686
H -3.300 -1.990 2.938
H -3.235 -1.319 1.280
H -3.284 -3.568 0.268
H -4.242 -3.983 1.685
C 4.899 0.530 3.236
N 5.565 0.689 4.501
C 5.110 1.844 5.235
C 6.414 -0.218 5.024
O 6.970 -0.136 6.099
H 5.087 1.378 2.575
H 3.824 0.337 3.266
H 5.280 -0.305 2.637
H 4.019 1.845 5.344
H 5.464 1.838 6.264
H 5.365 2.754 4.689
H 6.607 -1.069 4.350
C -6.265 3.268 0.974
N -5.176 2.301 0.948
C -4.853 1.678 -0.322
C -4.692 1.785 2.103
O -3.851 0.909 2.193
H -6.283 3.897 1.860
H -7.212 2.784 0.729
H -6.062 3.982 0.169
H -4.010 1.010 -0.148
H -5.713 1.027 -0.510
H -4.620 2.403 -1.097
H -5.193 2.192 3.000
C -1.468 3.992 1.399
N -2.515 5.005 1.445
C -3.091 5.213 2.742
C -2.911 5.642 0.314
O -3.817 6.449 0.258
H -0.551 4.333 1.882
H -1.202 3.707 0.384
H -1.881 3.119 1.909
H -3.463 4.269 3.144
H -2.390 5.617 3.480
H -3.897 5.942 2.759
H -2.352 5.242 -0.549
C -2.013 0.672 -3.590
N -1.498 1.945 -4.084
C -2.306 3.147 -3.808
C -0.472 1.981 -4.961
O -0.067 2.980 -5.525
H -1.485 0.326 -2.700
H -2.092 -0.134 -4.313
H -2.999 0.914 -3.196
H -2.047 3.538 -2.824
H -2.088 3.819 -4.638
H -3.345 2.829 -3.866
H -0.036 0.970 -5.054
C -0.392 -1.215 -0.583
N 0.280 -0.106 0.054
C -0.077 1.226 -0.389
C 1.003 -0.340 1.210
O 1.552 0.479 1.916
H -0.159 -2.209 -0.203
H -0.104 -1.224 -1.640
H -1.483 -1.167 -0.499
H 0.259 1.385 -1.420
H -1.167 1.311 -0.338
H 0.411 1.993 0.208
H 0.936 -1.414 1.462
```

This record from the Open Molecules 2025 dataset describes the molecule C4H4OS at a distorted geometry. The level of theory is ωB97M-V with the def2-TZVPD basis set.

## Properties
SMILES = Sc1ccco1
highest occupied orbital energy = -0.2950 hartree
ΔE to the lowest compared entry with this formula, charge and spin = 0.8223 eV
frontier orbital gap = 0.322 hartree
energy = -628.2048 a.u.
spin multiplicity = 1

```
10
C4H4OS | the Open Molecules 2025 dataset | ωB97M-V with the def2-TZVPD basis set
S -1.919 -0.093 -0.017
C -0.261 0.125 0.101
C 0.591 1.173 0.011
C 1.926 0.617 -0.049
C 1.747 -0.734 0.000
O 0.427 -1.075 0.013
H -2.367 1.176 -0.137
H 0.313 2.220 0.015
H 2.864 1.162 0.034
H 2.466 -1.555 -0.124
```

This record from the Open Molecules 2025 dataset describes a structure of composition C9H22N3Si at a distorted geometry. The level of theory is ωB97M-V with the def2-TZVPD basis set.

## Properties
highest occupied orbital energy = -0.4176 hartree
ΔE to the lowest compared entry with this formula, charge and spin = 1.2264 eV
total charge = +1
frontier orbital gap = 0.298 hartree
energy = -809.5019 a.u.
spin multiplicity = 1

```
35
C9H22N3Si | the Open Molecules 2025 dataset | ωB97M-V with the def2-TZVPD basis set
C -1.237 0.278 -0.496
C -0.481 -2.039 0.394
C -1.674 -1.073 0.249
C -0.708 1.503 0.380
C -2.760 -1.837 -0.526
C -1.604 1.802 1.603
C -0.578 2.767 -0.582
C 2.779 -1.598 -0.199
C 2.372 -0.486 -1.158
N 1.988 -1.404 1.043
N 0.707 -0.774 1.012
N 2.350 0.917 -0.610
Si 1.123 1.130 0.943
H -0.481 0.021 -1.313
H -2.095 0.647 -1.142
H -0.549 -2.850 1.099
H -0.220 -2.425 -0.558
H -1.971 -0.802 1.331
H -3.043 -2.726 0.023
H -2.346 -1.981 -1.558
H -3.655 -1.281 -0.693
H -1.299 2.738 1.917
H -1.616 0.979 2.345
H -2.569 1.940 1.112
H -0.367 2.609 -1.576
H 0.087 3.586 -0.305
H -1.436 3.383 -0.739
H 3.772 -1.592 0.277
H 2.363 -2.477 -0.705
H 2.956 -0.563 -2.038
H 1.288 -0.743 -1.548
H 1.911 -2.156 1.713
H 2.077 1.541 -1.468
H 3.266 1.210 -0.309
H 1.650 1.756 2.082
```

Please write out number 4 again, unchanged.
This record from the Open Molecules 2025 dataset describes the molecule C4H4OS at a distorted geometry. The level of theory is ωB97M-V with the def2-TZVPD basis set.

## Properties
SMILES = Sc1ccco1
highest occupied orbital energy = -0.2950 hartree
ΔE to the lowest compared entry with this formula, charge and spin = 0.8223 eV
frontier orbital gap = 0.322 hartree
energy = -628.2048 a.u.
spin multiplicity = 1

```
10
C4H4OS | the Open Molecules 2025 dataset | ωB97M-V with the def2-TZVPD basis set
S -1.919 -0.093 -0.017
C -0.261 0.125 0.101
C 0.591 1.173 0.011
C 1.926 0.617 -0.049
C 1.747 -0.734 0.000
O 0.427 -1.075 0.013
H -2.367 1.176 -0.137
H 0.313 2.220 0.015
H 2.864 1.162 0.034
H 2.466 -1.555 -0.124
```

The lowest energy belongs to which entry?
C25H59N9O25S3